1.
The following is a DFT calculation (ωB97M-V/def2-TZVPD) of 2 unconnected molecules or ions with the total composition C5H13NO2 at a distorted geometry.

Calculated values
E_LUMO	0.0295	hartree
E_HOMO	-9.7	eV
HOMO-LUMO gap	10.506	eV
structure (SMILES)	CC(C)CC(N)=O.O

Each line ends with the Mulliken charge.
Geometry (Å):
H 2.468 0.655 -0.189  0.348
H -0.509 2.364 -1.873  0.316
H -0.834 -2.188 -1.457  0.333
H -1.561 -1.863 -2.796  0.302
O -1.644 -1.823 -1.835  -0.647
H -0.545 -0.209 -0.946  0.175
H 2.222 2.144 -0.982  0.394
C 0.056 -0.899 1.028  0.406
N 0.692 -0.550 2.174  -0.381
H 1.196 -1.296 2.636  0.245
H 0.558 1.989 0.933  0.371
H -1.634 2.300 -0.513  0.387
H 1.060 0.326 2.495  0.207
C -0.581 2.466 -0.791  -1.472
C -0.431 0.173 0.108  -0.452
C 0.376 1.463 -0.013  0.477
O -0.079 -2.104 0.821  -0.654
H -1.369 0.457 0.549  0.339
H -0.222 3.463 -0.525  0.396
C 1.692 1.178 -0.777  -1.403
H 1.578 0.782 -1.777  0.313

2.
The following is a DFT calculation (ωB97M-V/def2-TZVPD) of a single C11H6N4 molecule at a distorted geometry.

Calculated values
E_LUMO	0.0124	hartree
E_HOMO	-11.0	eV
HOMO-LUMO gap	11.322	eV
structure (SMILES)	N#CC1(C#N)[C@@H]2C=C[C@@H](C2)C1(C#N)C#N

Each line ends with the Mulliken charge.
Geometry (Å):
C 0.878 0.408 -0.564  1.368
C -0.436 -1.569 -0.179  -0.786
C 0.895 -0.955 0.179  -0.163
H 1.070 -1.185 2.558  0.444
H -0.585 -1.706 -1.262  0.341
C -1.436 1.120 -1.580  0.103
C 1.354 0.339 -1.914  -0.381
N 1.643 0.316 -2.984  -0.435
N -0.865 2.921 1.118  -0.519
C -0.647 0.827 -0.469  1.393
C -1.209 -0.399 0.322  -0.302
N -2.140 1.261 -2.476  -0.476
C -0.702 -0.552 1.769  -0.619
H 1.867 -1.533 0.019  0.497
N 2.795 1.915 0.181  -0.460
C 0.525 -0.882 1.690  -0.695
C -0.709 2.041 0.382  -0.351
C 1.857 1.309 -0.070  -0.254
H -2.235 -0.640 0.174  0.582
H -1.218 -0.490 2.775  0.356
H -0.701 -2.546 0.330  0.358

3.
The following is a DFT calculation (ωB97M-V/def2-TZVPD) of 3 unconnected molecules or ions with the total composition C5H12N2O at a distorted geometry.

Calculated values
E_LUMO (spin up / spin down)	0.0337 / 0.0340	hartree
E_HOMO (spin up / spin down)	-6.7 / -7.3	eV
HOMO-LUMO gap (spin up / spin down)	7.665 / 8.213	eV

Each line ends with the Mulliken charge.
Geometry (Å):
C 0.092 0.035 -0.668  0.648
H -0.038 -2.269 1.638  0.292
C 1.402 -0.695 2.239  -0.644
O -0.860 1.761 -3.063  -0.461
H 2.042 0.033 1.732  0.234
C -1.470 1.421 -1.889  -0.661
H -1.417 2.206 -1.149  0.417
H -1.075 0.674 1.504  0.232
H -2.375 0.827 -1.938  0.309
H 2.037 -1.193 2.992  0.315
C 0.772 -1.645 1.276  -0.849
H 1.420 -2.148 0.568  0.377
H -2.283 -0.458 1.267  0.274
H 2.128 -0.317 -0.927  0.274
H 1.317 0.897 -2.097  0.328
C 1.245 0.213 -1.260  -1.089
H 0.653 -0.136 2.811  0.227
H -1.013 1.071 -3.719  0.343
N -1.657 0.198 0.820  -0.330
N -0.920 -0.476 -0.135  -0.234

4.
The following is a DFT calculation (ωB97M-V/def2-TZVPD) of a single C12H18N2O molecule at a distorted geometry.

Calculated values
E_LUMO	0.0277	hartree
E_HOMO	-9.0	eV
HOMO-LUMO gap	9.803	eV
structure (SMILES)	Cc1nccn1C(=O)C1C(C)(C)C1(C)C

Each line ends with the Mulliken charge.
Geometry (Å):
H 2.630 -1.276 0.712  0.314
H 0.907 -3.165 -1.551  0.476
H 1.055 1.664 -1.570  0.347
C 0.616 -1.613 -0.105  1.240
C -2.136 2.529 1.850  0.627
C -2.070 2.427 3.337  -1.146
C 1.673 -1.642 0.996  -1.474
H -1.102 2.193 3.698  0.338
H -2.590 3.942 -0.960  0.395
H 0.325 -3.532 0.132  0.593
H 1.397 -1.316 2.004  0.290
H -2.763 1.679 3.724  0.279
H -0.897 -3.020 -1.062  0.236
H -1.458 -0.894 -0.508  0.566
H 1.113 -0.416 -3.049  0.447
C -0.567 -0.638 -0.083  -1.215
H 2.412 0.449 -1.125  0.469
H -2.322 3.455 3.752  0.311
H -0.026 -1.621 -2.685  0.327
H -0.571 0.151 -2.755  0.226
C 0.526 -0.285 -1.023  1.736
N -2.587 3.531 1.201  -0.636
H 1.299 1.292 0.191  0.340
C 0.241 -2.998 -0.776  -2.057
H -1.680 1.416 -1.220  0.333
C 1.453 0.898 -0.785  -1.693
C -2.439 3.188 -0.194  -0.674
N -1.673 1.463 0.988  0.139
O -0.857 -0.004 2.532  -0.550
C -1.021 0.350 1.421  0.347
H 1.880 -2.651 1.386  0.457
C 0.262 -0.523 -2.448  -1.353
C -1.889 1.947 -0.306  -0.034

| no. | molecular weight (g/mol) |
| --- | --- |
| 1 | 119.16 |
| 2 | 194.20 |
| 3 | 116.16 |
| 4 | 206.29 |